<P>
One molecule with the formula C2H3Cl2F2N, computed with ωB97M-V with the def2-TZVPD basis set.

Positions of all 10 atoms, in Å:
C 1.233 0.112 -0.731
C 0.029 -0.398 0.027
N -0.977 0.628 -0.177
F -0.260 -1.596 -0.589
F 0.322 -0.664 1.355
Cl -2.386 0.398 0.397
Cl -2.522 0.721 2.647
H 2.107 0.223 -0.160
H 1.424 -0.565 -1.657
H 1.030 1.142 -1.112

Summary:
- spin multiplicity = 1
- net charge = 0

natural (NBO) population analysis, charges in e, atoms 1 to 5:
1 C -0.6744
2 C 0.7486
3 N -0.5917
4 F -0.3451
5 F -0.3257

***

<Q>
One molecule with the formula C2H3Cl2F2N, computed with ωB97M-V with the def2-TZVPD basis set.

Positions of all 10 atoms, in Å:
C -0.297 1.067 0.570
C 0.547 0.015 -0.172
F 1.344 0.528 -1.091
F 1.317 -0.739 0.627
N -0.335 -0.939 -0.905
Cl 0.431 -2.065 -1.850
Cl -1.496 -1.881 0.586
H 0.317 1.799 0.997
H -0.969 1.524 -0.097
H -0.859 0.691 1.334

Summary:
- spin multiplicity = 1
- net charge = 0

natural (NBO) population analysis, charges in e, atoms 1 to 5:
1 C -0.6670
2 C 0.7838
3 F -0.3061
4 F -0.3338
5 N -0.3874

***

Stability, lowest: <P>

***

<P>
One molecule with the formula C6H13N, computed with ωB97M-V with the def2-TZVPD basis set.

Positions of all 20 atoms, in Å:
C -1.298 1.769 0.627
C -0.650 0.406 0.655
N -0.789 -0.456 -0.504
C -1.126 -1.848 -0.283
C 0.547 0.033 -0.157
C 1.574 -0.918 0.446
C 1.130 1.035 -1.142
H -2.360 1.701 0.890
H -0.811 2.442 1.344
H -1.224 2.213 -0.370
H -0.705 -0.098 1.626
H -0.767 -2.450 -1.125
H -0.715 -2.277 0.645
H -2.218 -1.937 -0.247
H 2.576 -0.496 0.321
H 1.420 -1.095 1.515
H 1.565 -1.892 -0.058
H 0.384 1.317 -1.888
H 1.993 0.609 -1.666
H 1.474 1.941 -0.627

Summary:
- spin multiplicity = 1
- net charge = 0

natural (NBO) population analysis, charges in e, atoms 1 to 5:
1 C -0.6181
2 C -0.0689
3 N -0.4156
4 C -0.4167
5 C 0.0839

***

<Q>
A 2-piece molecular cluster, C6H13N overall, computed with ωB97M-V with the def2-TZVPD basis set.

Positions of all 20 atoms, in Å:
C -1.653 -0.358 1.735
C -0.236 -0.104 1.214
C 0.165 1.168 0.425
C 0.052 -0.160 -0.293
C -1.057 -0.274 -1.187
C 2.055 -0.179 -1.663
N 1.312 -0.895 -0.609
H -1.718 -0.453 2.811
H -2.058 -1.234 1.216
H -2.274 0.458 1.371
H 0.582 -0.591 1.733
H -0.355 1.499 2.397
H -0.619 1.835 0.100
H 1.034 1.734 0.756
H -1.296 0.450 -1.957
H -1.660 -1.177 -1.134
H 1.393 0.146 -2.464
H 2.575 0.691 -1.265
H 2.805 -0.850 -2.081
H 0.953 -1.705 -1.104

Summary:
- spin multiplicity = 1
- net charge = 0

natural (NBO) population analysis, charges in e, atoms 1 to 5:
1 C -0.6372
2 C -0.1733
3 C -0.3992
4 C -0.0192
5 C -0.4437

***

Stability, lowest: <Q>

***

<P>
One molecule with the formula C6H13N, computed with ωB97M-V with the def2-TZVPD basis set.

Positions of all 20 atoms, in Å:
C -1.271 -1.317 -2.103
C -1.422 -0.373 -0.946
C -0.237 0.594 -0.852
C 0.515 0.609 0.509
C 0.201 1.716 1.546
C 1.321 -0.431 0.744
N 2.142 -0.698 1.824
H -1.371 -0.871 -3.075
H -0.305 -1.803 -2.088
H -2.014 -2.139 -1.980
H -1.430 -0.915 0.012
H -2.439 0.204 -0.946
H 0.471 0.786 -1.615
H -0.572 1.670 -0.964
H -0.784 1.463 2.002
H 0.313 2.695 1.059
H 0.935 1.801 2.377
H 1.383 -1.172 -0.078
H 1.888 -0.278 2.712
H 2.677 -1.541 1.862

Summary:
- spin multiplicity = 1
- net charge = 0

natural (NBO) population analysis, charges in e, atoms 1 to 5:
1 C -0.6014
2 C -0.4011
3 C -0.4510
4 C -0.0911
5 C -0.6510

***

<Q>
One molecule with the formula C6H13N, computed with ωB97M-V with the def2-TZVPD basis set.

Positions of all 20 atoms, in Å:
C -1.917 1.648 0.359
C -0.758 0.793 0.765
N -0.419 -0.325 0.058
C -1.191 -1.550 -0.041
C 0.910 -0.171 -0.128
C 1.851 -1.269 0.287
C 1.467 0.918 -1.003
H -2.746 1.038 -0.029
H -2.301 2.230 1.204
H -1.663 2.365 -0.438
H -0.221 0.988 1.687
H -1.044 -2.031 -1.014
H -0.910 -2.253 0.755
H -2.246 -1.293 0.085
H 2.867 -0.882 0.420
H 1.542 -1.731 1.233
H 1.912 -2.072 -0.465
H 0.668 1.536 -1.421
H 2.035 0.475 -1.839
H 2.164 1.584 -0.476

Summary:
- spin multiplicity = 1
- net charge = 0

natural (NBO) population analysis, charges in e, atoms 1 to 5:
1 C -0.6617
2 C -0.1082
3 N -0.3868
4 C -0.4140
5 C 0.2094

***

Stability, lowest: <Q>

***

<P>
One molecule with the formula C6H13N, computed with ωB97M-V with the def2-TZVPD basis set.

Positions of all 20 atoms, in Å:
C 2.125 -1.251 0.815
C 1.430 -0.318 -0.176
C -0.046 -0.383 -0.139
C -0.676 -1.697 -0.540
C -0.721 0.888 -0.145
C -2.257 1.006 -0.280
N 0.049 1.967 0.268
H 2.282 -2.237 0.416
H 1.490 -1.340 1.777
H 3.066 -0.821 1.081
H 1.959 0.656 0.039
H 1.636 -0.471 -1.239
H -1.490 -1.805 -1.328
H 0.181 -2.344 -0.904
H -0.974 -2.212 0.319
H -2.590 0.064 0.174
H -2.655 1.817 0.253
H -2.651 0.973 -1.347
H 0.756 1.760 1.028
H -0.479 2.728 0.642

Summary:
- spin multiplicity = 1
- net charge = 0

natural (NBO) population analysis, charges in e, atoms 1 to 5:
1 C -0.6057
2 C -0.4443
3 C -0.1031
4 C -0.6513
5 C 0.2046

***

<Q>
One molecule with the formula C6H13N, computed with ωB97M-V with the def2-TZVPD basis set.

Positions of all 20 atoms, in Å:
C -1.005 -1.847 -2.063
C -1.078 -0.936 -0.840
C -0.299 0.369 -0.992
N -0.184 1.020 0.304
C 0.923 1.942 0.483
C 0.944 0.596 1.111
C 0.709 0.362 2.581
H 0.036 -2.079 -2.319
H -1.472 -1.392 -2.944
H -1.515 -2.796 -1.869
H -2.121 -0.697 -0.601
H -0.677 -1.470 0.031
H -0.815 1.052 -1.680
H 0.697 0.162 -1.432
H 0.710 2.823 1.086
H 1.591 2.116 -0.362
H 1.619 -0.121 0.634
H 1.652 0.393 3.139
H 0.036 1.123 2.987
H 0.249 -0.619 2.744

Summary:
- spin multiplicity = 1
- net charge = 0

natural (NBO) population analysis, charges in e, atoms 1 to 5:
1 C -0.6060
2 C -0.4017
3 C -0.2121
4 N -0.4040
5 C -0.2593

***

<R>
A 2-piece molecular cluster, C6H13N overall, computed with ωB97M-V with the def2-TZVPD basis set.

Positions of all 20 atoms, in Å:
C -1.503 1.667 0.284
C -1.280 0.200 0.474
N -1.339 -0.635 -0.469
C -1.390 -2.033 -0.095
H -2.492 1.860 0.719
H -0.781 2.299 0.813
H -1.526 1.931 -0.775
H -1.124 -0.127 1.518
H -0.534 -2.595 -0.483
H -1.453 -2.178 0.995
H -2.291 -2.458 -0.551
C 1.416 1.167 -1.261
C 1.852 0.751 -0.066
C 1.910 -0.709 0.346
H 1.302 2.226 -1.506
H 1.166 0.475 -2.066
H 2.211 1.441 0.706
H 2.958 -1.017 0.302
H 1.575 -0.859 1.385
H 1.322 -1.406 -0.269

Summary:
- spin multiplicity = 1
- net charge = 0

natural (NBO) population analysis, charges in e, atoms 1 to 5:
1 C -0.6654
2 C 0.1440
3 N -0.4239
4 C -0.4337
5 H 0.2229

***

Stability, lowest: <P>

***

<P>
One molecule with the formula C6H13N, computed with ωB97M-V with the def2-TZVPD basis set.

Positions of all 20 atoms, in Å:
C 2.291 1.208 -0.275
C 1.189 0.675 0.278
C 0.874 1.054 1.725
C 0.468 -0.410 -0.414
C -1.112 -0.364 -0.467
C -1.638 -1.027 -1.692
N -1.665 -0.970 0.758
H 2.735 0.804 -1.177
H 2.727 2.116 0.124
H 1.408 1.984 1.909
H -0.204 1.120 1.856
H 1.351 0.303 2.347
H 0.770 -0.564 -1.450
H 0.676 -1.409 0.028
H -1.225 0.720 -0.481
H -1.477 -2.105 -1.578
H -1.339 -0.730 -2.689
H -2.733 -0.910 -1.684
H -0.946 -1.064 1.455
H -2.287 -0.313 1.212

Summary:
- spin multiplicity = 1
- net charge = 0

natural (NBO) population analysis, charges in e, atoms 1 to 5:
1 C -0.4062
2 C 0.0269
3 C -0.6479
4 C -0.4500
5 C -0.0445

***

<Q>
One molecule with the formula C6H13N, computed with ωB97M-V with the def2-TZVPD basis set.

Positions of all 20 atoms, in Å:
C -3.553 0.557 0.299
C -2.508 -0.324 -0.414
C -1.118 -0.248 0.197
C -0.012 -0.692 -0.531
N 1.286 -0.530 0.120
C 2.210 0.506 -0.313
C 3.447 0.363 0.565
H -4.527 0.578 -0.188
H -3.272 1.568 0.583
H -3.682 0.010 1.244
H -2.680 -1.291 -0.872
H -1.751 0.427 -0.931
H -0.993 0.344 1.086
H -0.089 -0.555 -1.602
H 1.710 -1.450 0.090
H 1.697 1.461 -0.144
H 2.527 0.464 -1.366
H 3.081 0.551 1.573
H 3.909 -0.629 0.578
H 4.198 1.114 0.299

Summary:
- spin multiplicity = 1
- net charge = 0

natural (NBO) population analysis, charges in e, atoms 1 to 5:
1 C -0.6209
2 C -0.4747
3 C -0.1611
4 C -0.1370
5 N -0.6553

***

Stability, lowest: <Q>

***

<P>
One molecule with the formula C6H13N, computed with ωB97M-V with the def2-TZVPD basis set.

Positions of all 20 atoms, in Å:
C 0.120 -2.735 1.317
C 0.801 -1.846 0.228
C -0.067 -0.654 -0.193
C 0.720 0.507 -0.811
C 0.189 1.778 -1.417
C -0.919 2.425 -0.928
N -1.104 2.811 0.369
H -0.632 -3.310 0.854
H 0.634 -3.232 2.221
H -0.525 -1.936 1.707
H 1.611 -1.498 0.831
H 1.029 -2.401 -0.659
H -0.596 -0.311 0.797
H -0.820 -1.007 -0.948
H 1.478 0.891 -0.037
H 1.305 0.055 -1.642
H 0.795 2.453 -2.046
H -1.758 2.616 -1.553
H -0.349 2.723 0.979
H -1.913 2.669 0.931

Summary:
- spin multiplicity = 1
- net charge = 0

natural (NBO) population analysis, charges in e, atoms 1 to 5:
1 C -0.6204
2 C -0.4008
3 C -0.3860
4 C -0.4342
5 C -0.3858

***

<Q>
One molecule with the formula C6H13N, computed with ωB97M-V with the def2-TZVPD basis set.

Positions of all 20 atoms, in Å:
C -0.498 0.177 -2.665
C -0.084 0.926 -1.391
N -0.387 0.102 -0.228
C -0.360 0.910 1.003
C -0.106 -0.060 2.139
C 0.639 -1.248 1.467
C 0.700 -0.869 -0.012
H -1.187 0.791 -3.238
H -1.022 -0.740 -2.408
H 0.338 -0.061 -3.325
H 0.998 1.120 -1.343
H -0.536 1.906 -1.298
H -1.151 1.626 1.227
H 0.527 1.554 0.855
H -1.010 -0.489 2.566
H 0.452 0.424 2.934
H 0.058 -2.163 1.573
H 1.587 -1.404 1.966
H 0.460 -1.745 -0.621
H 1.695 -0.516 -0.315

Summary:
- spin multiplicity = 1
- net charge = 0

natural (NBO) population analysis, charges in e, atoms 1 to 5:
1 C -0.6267
2 C -0.2200
3 N -0.4250
4 C -0.2240
5 C -0.4101

***

<R>
One molecule with the formula C6H13N, computed with ωB97M-V with the def2-TZVPD basis set.

Positions of all 20 atoms, in Å:
C -1.960 -0.544 -1.337
C -1.228 -0.230 -0.194
C -0.516 1.040 -0.042
C 1.051 0.911 0.035
C 2.015 2.198 0.200
N -1.062 -1.201 0.922
C -0.550 -2.554 0.539
H -2.246 -1.535 -1.582
H -1.957 0.119 -2.270
H -0.745 1.683 -0.947
H -0.857 1.485 0.995
H 1.488 0.460 -0.863
H 1.335 0.112 0.887
H 1.758 2.778 1.114
H 3.082 1.973 0.376
H 1.856 2.843 -0.735
H -0.405 -0.873 1.662
H 0.474 -2.441 -0.236
H -1.312 -3.107 0.047
H -0.222 -3.115 1.428

Summary:
- spin multiplicity = 1
- net charge = 0

natural (NBO) population analysis, charges in e, atoms 1 to 5:
1 C -0.4871
2 C 0.2039
3 C -0.4632
4 C -0.3831
5 C -0.6123

***

<S>
One molecule with the formula C6H13N, computed with ωB97M-V with the def2-TZVPD basis set.

Positions of all 20 atoms, in Å:
C -1.094 0.759 -3.072
C -0.172 0.615 -1.845
C -0.941 0.179 -0.533
C 0.167 0.170 0.540
C 0.532 -0.700 1.538
C 0.386 -0.238 3.004
N 1.448 -1.756 1.356
H -2.063 1.207 -2.855
H -0.721 1.503 -3.771
H -1.177 -0.219 -3.609
H 0.727 0.035 -1.974
H 0.315 1.611 -1.689
H -1.348 -0.824 -0.702
H -1.736 0.856 -0.285
H 0.594 1.190 0.579
H -0.114 0.728 3.095
H 1.407 -0.279 3.447
H -0.173 -1.012 3.538
H 2.359 -1.320 1.223
H 1.605 -2.506 2.014

Summary:
- spin multiplicity = 1
- net charge = 0

natural (NBO) population analysis, charges in e, atoms 1 to 5:
1 C -0.6199
2 C -0.3943
3 C -0.4149
4 C -0.2579
5 C 0.2176

***

Stability, lowest: <P>